[1]
Below is a molecular structure, C24H46I2N2O3 in a non-equilibrium geometry, with properties calculated with wB97M-V/def2-TZVPD.

The geometry in XYZ format:
```
77
Properties=species:S:1:pos:R:3
C -0.901 0.294 4.217
C 0.276 0.239 3.578
C 0.522 -0.529 2.288
C -0.184 -1.924 2.456
C 0.435 -3.210 1.884
C -0.532 -4.353 2.249
C 0.619 -3.232 0.371
C -0.226 0.246 1.124
O -0.275 -0.369 0.038
O -0.707 1.357 1.365
N 1.962 -0.623 1.931
C 2.513 0.468 1.230
I 2.430 2.480 2.018
C 3.090 0.288 0.036
C 3.150 -1.021 -0.706
I 3.959 1.832 -1.089
C 2.813 -1.198 3.000
C 3.688 -0.220 3.791
C 3.728 -2.320 2.466
C 4.203 -3.286 3.568
C 3.927 -4.765 3.217
H -1.255 1.228 4.638
H -1.544 -0.577 4.287
H 1.090 0.821 3.994
H -1.174 -1.841 2.000
H -0.347 -2.119 3.518
H 1.355 -3.435 2.425
H -0.682 -4.411 3.331
H -1.512 -4.144 1.813
H -0.159 -5.313 1.888
H 1.007 -2.305 -0.024
H -0.324 -3.497 -0.109
H 1.323 -4.036 0.117
H 2.239 -1.119 -1.301
H 3.979 -1.002 -1.412
H 3.275 -1.871 -0.048
H 2.142 -1.676 3.721
H 4.544 0.107 3.198
H 3.159 0.656 4.154
H 4.073 -0.747 4.667
H 4.583 -1.830 1.990
H 3.191 -2.842 1.677
H 3.757 -3.037 4.531
H 5.288 -3.196 3.630
H 3.811 -4.884 2.137
H 4.762 -5.403 3.507
H 3.007 -5.117 3.684
C -1.162 2.223 -1.643
C -1.933 1.715 -2.829
N -3.403 2.092 -2.801
C -3.983 1.516 -1.536
C -4.131 1.398 -3.925
C -3.774 1.795 -5.349
C -3.674 3.575 -2.742
C -3.066 4.493 -3.786
O -1.664 4.458 -3.744
C -1.018 4.801 -4.961
H -1.491 1.763 -0.713
H -0.117 1.941 -1.754
H -1.196 3.307 -1.537
H -1.915 0.622 -2.832
H -1.512 2.051 -3.772
H -3.756 0.454 -1.505
H -5.059 1.678 -1.549
H -3.544 2.012 -0.678
H -5.194 1.562 -3.750
H -3.924 0.340 -3.779
H -4.313 2.682 -5.672
H -4.089 0.989 -6.010
H -2.707 1.945 -5.501
H -3.331 3.893 -1.760
H -4.759 3.675 -2.776
H -3.414 5.502 -3.526
H -3.441 4.282 -4.788
H -1.678 5.358 -5.630
H -0.673 3.896 -5.471
H -0.154 5.418 -4.726
```

Calculated values
HOMO-LUMO gap in eV: 6.626
Calculated total energy in eV: -50953.5272
Charge: 0
HOMO energy in eV: -6.846

Atom charges from the Mulliken analysis, given in e for atoms 1 to 4: C -1.110; C -0.254; C 2.914; C -2.692

[2]
Below is a molecular structure, C24H46IrN6O2P, with properties calculated with wB97M-V/def2-TZVPD.

The geometry in XYZ format:
```
80
Properties=species:S:1:pos:R:3
Ir -0.479 -0.604 0.071
C -2.122 -0.002 2.953
N -1.005 -0.781 3.477
C -1.364 -1.983 4.254
C 0.245 -0.547 3.084
N 0.433 0.131 1.890
C 1.543 0.910 1.702
C 2.125 1.698 2.712
C 3.299 2.354 2.478
C 3.970 2.221 1.220
C 3.391 1.543 0.195
C 2.119 0.933 0.374
N 1.407 0.333 -0.609
C 1.712 0.568 -1.945
N 1.944 1.806 -2.380
C 1.450 3.003 -1.691
C 2.876 2.096 -3.485
N 1.732 -0.477 -2.759
C 1.443 -0.388 -4.201
C 1.884 -1.849 -2.250
N 1.269 -0.959 3.828
C 1.191 -0.995 5.299
C 2.566 -1.385 3.282
H -3.010 -0.232 3.535
H -2.356 -0.266 1.913
H -1.926 1.065 3.013
H -2.247 -2.426 3.797
H -1.591 -1.741 5.290
H -0.554 -2.705 4.213
H 1.633 1.774 3.673
H 3.737 2.970 3.253
H 4.943 2.676 1.086
H 3.894 1.457 -0.759
H 0.665 2.750 -0.985
H 1.044 3.681 -2.442
H 2.258 3.514 -1.168
H 3.450 1.212 -3.742
H 3.564 2.867 -3.138
H 2.357 2.472 -4.365
H 0.973 0.561 -4.438
H 0.756 -1.195 -4.450
H 2.345 -0.510 -4.798
H 2.499 -1.867 -1.355
H 2.373 -2.442 -3.020
H 0.913 -2.303 -2.050
H 0.325 -0.440 5.646
H 2.091 -0.521 5.688
H 1.152 -2.015 5.679
H 2.498 -1.545 2.212
H 2.826 -2.333 3.751
H 3.347 -0.662 3.517
C -3.213 2.210 0.340
C -3.641 0.903 -0.336
P -2.309 0.170 -1.323
C -2.967 -1.188 -2.350
C -4.469 -1.104 -2.649
C -1.721 1.477 -2.440
C -2.797 2.019 -3.388
H -3.945 2.503 1.091
H -3.144 3.025 -0.380
H -2.240 2.123 0.836
H -4.483 1.068 -1.011
H -3.972 0.157 0.389
H -2.729 -2.127 -1.848
H -2.377 -1.168 -3.271
H -5.065 -1.252 -1.750
H -4.728 -1.898 -3.348
H -4.757 -0.158 -3.106
H -0.887 1.047 -3.004
H -1.313 2.276 -1.817
H -3.155 1.250 -4.072
H -2.380 2.825 -3.992
H -3.651 2.427 -2.847
C 0.132 -4.665 0.522
C -0.015 -3.192 0.407
O 0.746 -2.367 0.978
O -0.959 -2.685 -0.309
H 1.023 -4.918 1.089
H 0.180 -5.104 -0.476
H -0.753 -5.079 1.008
```

Calculated values
HOMO-LUMO gap (alpha / beta) in eV: 8.652 / 6.116
2S+1: 6
Calculated total energy in eV: -50770.7899
Charge: +3
<S²>: 8.774
HOMO energy (alpha / beta) in eV: -16.610 / -17.703

Atom charges from the Mulliken analysis, given in e for atoms 1 to 4: Ir 1.960; C -1.101; N 0.150; C -1.253

[3]
Below is 11 unconnected molecules or ions with the total composition C24H47Br21F, with properties calculated with wB97M-V/def2-TZVPD.

The geometry in XYZ format:
```
93
Properties=species:S:1:pos:R:3
F -1.226 6.435 10.907
C -1.538 7.571 10.108
C -2.868 7.362 9.443
C -2.919 6.379 8.258
C -1.854 6.433 7.169
Br -0.426 4.969 7.535
H -0.731 7.658 9.379
H -1.533 8.427 10.783
H -3.556 7.048 10.236
H -3.216 8.346 9.110
H -3.020 5.377 8.680
H -3.883 6.569 7.770
H -1.196 7.292 7.366
Br -3.525 3.184 6.306
C -3.861 3.795 4.510
C -4.287 5.239 4.532
Br -6.150 5.449 5.101
H -4.578 3.127 4.042
H -2.903 3.739 3.995
H -4.240 5.674 3.536
H -3.650 5.796 5.237
Br -1.763 1.859 9.116
C -2.503 0.232 9.853
C -3.828 -0.121 9.223
Br -5.269 1.031 9.831
H -2.602 0.370 10.926
H -1.789 -0.565 9.651
H -4.125 -1.134 9.484
H -3.791 -0.008 8.143
Br -5.170 0.203 4.723
C -6.401 -0.358 3.340
C -5.841 -0.148 1.956
Br -5.798 1.721 1.442
H -7.314 0.212 3.487
H -6.599 -1.417 3.497
H -6.464 -0.648 1.217
H -4.817 -0.504 1.892
Br -2.258 -1.862 1.166
C -3.394 -2.252 -0.356
C -2.731 -1.904 -1.665
Br -2.644 0.012 -1.940
H -4.307 -1.680 -0.218
H -3.613 -3.316 -0.316
H -3.299 -2.310 -2.499
H -1.708 -2.267 -1.707
Br 1.580 -2.606 -1.625
C 2.065 -1.188 -2.854
C 0.865 -0.406 -3.317
Br -0.262 -1.399 -4.544
H 2.589 -1.666 -3.677
H 2.738 -0.526 -2.315
H 1.174 0.492 -3.846
H 0.217 -0.141 -2.486
Br 2.681 -4.987 -4.620
C 1.455 -4.594 -6.068
C 2.170 -4.343 -7.367
Br 3.045 -2.602 -7.398
H 0.876 -3.733 -5.749
H 0.809 -5.464 -6.164
H 1.470 -4.335 -8.199
H 2.955 -5.074 -7.548
Br 2.560 -0.063 -11.645
C 3.729 0.085 -10.104
C 5.185 -0.013 -10.481
Br 5.687 -1.830 -10.944
H 3.443 -0.717 -9.431
H 3.522 1.052 -9.652
H 5.812 0.268 -9.639
H 5.422 0.602 -11.343
Br 2.337 7.766 9.058
C 1.922 5.997 9.741
C 2.883 5.542 10.799
Br 4.641 5.053 10.105
H 1.892 5.350 8.870
H 0.917 6.064 10.148
H 2.499 4.649 11.284
H 3.069 6.316 11.537
Br 5.771 -7.503 -11.524
C 6.150 -6.346 -13.035
C 5.615 -4.953 -12.833
Br 3.689 -4.854 -12.987
H 5.714 -6.825 -13.907
H 7.232 -6.317 -13.128
H 6.021 -4.287 -13.590
H 5.862 -4.579 -11.844
Br 5.290 -6.980 -7.373
C 4.427 -8.716 -7.360
C 3.434 -8.863 -8.486
Br 1.840 -7.804 -8.167
H 3.948 -8.814 -6.390
H 5.218 -9.456 -7.460
H 3.107 -9.895 -8.578
H 3.842 -8.514 -9.431
```

Calculated values
HOMO-LUMO gap in eV: 3.711
Calculated total energy in eV: -1499261.2744
Charge: -1
HOMO energy in eV: -2.601

Atom charges from the Mulliken analysis, given in e for atoms 1 to 4: F -0.332; C 0.123; C -0.904; C -0.096

[4]
Below is a molecular structure, C24H47BrMnN4O2Si in a non-equilibrium geometry, with properties calculated with wB97M-V/def2-TZVPD.

The geometry in XYZ format:
```
80
Properties=species:S:1:pos:R:3
Mn 1.108 -0.338 -1.082
C 2.654 -2.012 -1.555
C 3.669 -1.129 -1.164
C 4.206 -0.241 -2.095
C 3.723 -0.214 -3.396
C 2.678 -1.047 -3.773
C 2.137 -1.946 -2.857
H 2.337 -2.804 -0.884
H 4.082 -1.190 -0.164
H 5.012 0.418 -1.804
H 4.143 0.477 -4.112
H 2.289 -1.009 -4.781
H 1.370 -2.645 -3.167
N 1.053 1.111 0.329
C 1.545 2.408 -0.217
C 0.502 3.542 -0.024
C 0.977 4.835 0.659
C 1.601 5.884 -0.261
N 2.797 5.418 -0.947
C 4.018 5.918 -0.884
N 4.336 6.982 -0.140
N 4.982 5.304 -1.581
C 1.878 2.205 -1.703
O 2.561 3.027 -2.305
O 1.379 1.156 -2.246
H 0.053 1.190 0.525
H 1.485 0.899 1.224
H 2.465 2.671 0.310
H -0.304 3.134 0.590
H 0.040 3.788 -0.985
H 1.651 4.602 1.487
H 0.100 5.314 1.098
H 1.818 6.786 0.305
H 0.874 6.173 -1.025
H 2.690 4.585 -1.553
H 3.626 7.538 0.299
H 5.258 7.382 -0.187
H 4.731 4.550 -2.200
H 5.895 5.713 -1.682
C 0.572 -2.221 1.597
C -0.871 -2.009 2.059
C -1.196 -3.069 3.139
C -0.903 -0.639 2.752
Si -2.179 -2.183 0.663
Br -1.156 -1.155 -1.208
C -2.402 -3.944 -0.050
C -3.414 -4.699 0.842
C -1.076 -4.723 -0.059
C -2.935 -3.991 -1.491
C -3.751 -1.127 0.890
C -3.503 0.389 0.911
C -4.774 -1.401 -0.223
C -4.405 -1.526 2.234
H 1.231 -2.211 2.468
H 0.903 -1.383 0.951
H 0.738 -3.151 1.060
H -0.532 -2.915 3.993
H -1.046 -4.088 2.793
H -2.215 -2.987 3.513
H -0.130 -0.618 3.524
H -1.848 -0.427 3.242
H -0.703 0.181 2.056
H -3.126 -4.738 1.889
H -3.483 -5.731 0.492
H -4.414 -4.276 0.778
H -0.656 -4.894 0.930
H -0.322 -4.232 -0.680
H -1.260 -5.705 -0.499
H -3.896 -3.504 -1.624
H -3.068 -5.041 -1.759
H -2.232 -3.568 -2.208
H -3.046 0.746 -0.014
H -2.902 0.718 1.755
H -4.471 0.885 0.998
H -4.381 -1.193 -1.220
H -5.632 -0.744 -0.069
H -5.149 -2.421 -0.206
H -3.793 -1.274 3.096
H -4.647 -2.585 2.292
H -5.344 -0.979 2.341
```

Calculated values
HOMO-LUMO gap (alpha / beta) in eV: 8.959 / 9.288
2S+1: 2
Calculated total energy in eV: -144935.8259
Charge: +2
<S²>: 0.858
HOMO energy (alpha / beta) in eV: -14.479 / -14.505

Atom charges from the Mulliken analysis, given in e for atoms 1 to 4: Mn 0.412; C -1.356; C -0.144; C -0.532

[5]
Below is a molecular structure, C24H47CuN2S2Si2Te2, with properties calculated with wB97M-V/def2-TZVPD.

The geometry in XYZ format:
```
80
Properties=species:S:1:pos:R:3
Cu -1.742 0.161 0.943
C -1.120 3.195 -4.157
Si -0.635 1.706 -3.106
C -2.204 0.795 -2.679
C 0.328 0.546 -4.199
C 0.297 2.365 -1.624
Te 1.366 0.909 -0.456
C 3.089 1.099 -2.415
Si 4.426 2.148 -1.817
C 5.949 2.358 -2.940
C 5.137 1.527 -0.190
C 3.799 3.901 -1.524
H -1.644 2.871 -5.061
H -0.237 3.762 -4.459
H -1.781 3.870 -3.608
H -2.698 0.536 -3.622
H -2.932 1.347 -2.087
H -2.002 -0.136 -2.144
H -0.365 0.120 -4.931
H 0.761 -0.263 -3.609
H 1.139 1.040 -4.733
H -0.375 2.860 -0.920
H 1.031 3.103 -1.949
H 2.623 1.499 -3.319
H 3.366 0.057 -2.600
H 6.426 1.391 -3.117
H 6.693 3.029 -2.495
H 5.660 2.764 -3.913
H 5.517 0.507 -0.300
H 4.355 1.505 0.569
H 5.957 2.162 0.159
H 3.421 4.339 -2.452
H 4.587 4.552 -1.135
H 2.980 3.878 -0.803
C 1.860 -0.007 2.531
C 0.586 0.871 2.527
C -0.371 0.172 3.504
C 0.979 2.236 3.122
N -0.058 1.077 1.218
H 2.148 -0.222 3.568
H 2.710 0.480 2.054
H 1.672 -0.957 2.026
H 0.066 0.131 4.511
H -0.554 -0.852 3.170
H -1.318 0.704 3.571
H 1.558 2.141 4.049
H 0.080 2.819 3.340
H 1.581 2.782 2.391
C -3.123 -7.942 1.901
C -2.617 -6.584 1.492
C -1.533 -6.437 0.642
C -1.054 -5.186 0.256
C 0.125 -5.148 -0.676
C -1.673 -4.011 0.727
Te -0.828 -2.149 0.077
C -2.771 -4.155 1.594
C -3.512 -2.975 2.154
C -3.217 -5.424 1.957
H -2.495 -8.735 1.493
H -4.144 -8.115 1.547
H -3.137 -8.058 2.988
H -1.032 -7.323 0.261
H 0.468 -6.163 -0.887
H 0.948 -4.567 -0.257
H -0.126 -4.654 -1.618
H -2.921 -2.064 2.098
H -3.785 -3.151 3.198
H -4.434 -2.787 1.597
H -4.065 -5.495 2.635
S -3.936 0.333 0.780
C -3.000 1.692 1.259
N -2.732 2.798 0.427
C -1.841 3.726 1.112
C -2.484 3.963 2.478
S -3.214 2.359 2.905
H -2.372 2.503 -0.472
H -1.758 4.646 0.529
H -0.859 3.259 1.255
H -3.266 4.724 2.448
H -1.726 4.244 3.208
```

Calculated values
HOMO-LUMO gap in eV: 4.681
Calculated total energy in eV: -125284.0817
Charge: -2
HOMO energy in eV: -0.430

Atom charges from the Mulliken analysis, given in e for atoms 1 to 4: Cu -0.616; C -1.199; Si 0.378; C -0.822